(one)
The following is a DFT calculation (wB97M-V/def2-TZVPD) of C10H10FN in the gas phase.

Highest occupied orbital energy in eV: -9.59
Frontier orbital gap in eV: 10.33
M in g mol⁻¹: 163.2

ORCA input file:
```
! RIJCOSX wB97M-V def2-TZVPD def2/J DEFGRID3
* xyz 0 1
C 0.68088 1.29218 -1.72634
C 0.97360 -0.03022 -1.01895
C 0.25074 -0.22140 0.30590
C 0.88292 -0.42842 1.51242
C 0.14872 -0.56713 2.64754
C -1.23853 -0.64861 2.64218
C -1.85392 -0.50166 1.37442
C -1.11304 -0.18567 0.23098
C 0.73487 -1.27020 -2.01362
F -0.67255 -1.44180 -2.23088
C 1.37554 -1.05449 -3.28059
N 1.79071 -0.88011 -4.34083
H -0.27569 1.23684 -2.18494
H 0.67305 2.17164 -0.90997
H 1.26355 1.57527 -2.50278
H 2.10742 -0.11297 -1.14886
H 1.96423 -0.48327 1.49549
H 0.70317 -0.69064 3.53864
H -1.57038 -0.83065 3.71291
H -2.98654 -0.61286 1.43359
H -1.60752 -0.22901 -0.75597
H 1.02408 -2.13587 -1.51998
*
```



(two)
The following is a DFT calculation (wB97M-V/def2-TZVPD) of C10H10FN in the gas phase.

Highest occupied orbital energy in eV: -8.38
Frontier orbital gap in eV: 9.06
M in g mol⁻¹: 163.2

ORCA input file:
```
! RIJCOSX wB97M-V def2-TZVPD def2/J DEFGRID3
* xyz 0 1
F -1.75554 -0.97941 1.10048
C -0.58406 -0.37954 0.56637
N -0.63301 -0.22876 -0.89487
C -0.57592 0.86786 -1.66461
C -0.45309 0.44062 -2.96373
C -0.65341 -0.95897 -2.97374
C -0.71098 -1.37506 -1.67515
C -0.78663 1.07019 1.11917
C 0.08319 1.60379 1.95066
C 1.35156 0.96771 2.33472
C 1.60020 -0.28275 2.00417
C 0.69602 -1.09960 1.06510
H -0.64626 1.81287 -1.31184
H -0.33007 1.07352 -3.85893
H -0.62513 -1.55317 -3.82710
H -0.93926 -2.33614 -1.27460
H -1.69047 1.57238 0.70638
H 0.06469 2.43384 2.68667
H 2.04711 1.53341 3.10620
H 2.57967 -0.78762 2.08663
H 1.51855 -1.32878 0.18683
H 0.44284 -2.06640 1.53120
*
```



Which of them is most stable, and which least? Most stable: (one); least stable: (two).



(one)
The following is a DFT calculation (wB97M-V/def2-TZVPD) of 21 unconnected molecules or ions with the total composition H42O21.

Highest occupied orbital energy in eV: -10.44
Frontier orbital gap in eV: 9.86
M in g mol⁻¹: 378.3

ORCA input file:
```
! RIJCOSX wB97M-V def2-TZVPD def2/J DEFGRID3
* xyz 0 1
O 0.38427 -1.27601 2.16060
H 0.22729 -0.54901 1.59856
H 0.90977 -1.95816 1.77610
O 2.13662 0.17810 -4.10463
H 2.32953 1.13307 -4.08505
H 2.00915 -0.16196 -3.19523
O 3.09783 -0.96606 3.08290
H 3.44532 -1.87003 3.27397
H 3.82898 -0.49299 3.49852
O 2.54009 4.65410 -1.39139
H 3.13524 4.61989 -0.59143
H 2.87079 3.82656 -1.74389
O -3.14897 0.31224 1.89804
H -3.05878 -0.65748 1.74771
H -2.71724 0.28314 2.76740
O -0.58773 -3.20313 3.80588
H 0.24402 -2.60538 3.67200
H -0.67067 -3.92961 3.24514
O 2.03055 -2.50886 -1.38780
H 1.08637 -2.42882 -1.63417
H 2.00232 -3.11996 -0.61570
O -1.17196 3.32664 1.90176
H -2.12309 3.12761 1.96002
H -0.81545 3.60240 2.74228
O 4.22191 -1.49937 0.30054
H 3.60191 -0.81226 0.54004
H 4.29140 -1.26529 -0.61297
O -0.60718 -2.77319 0.26341
H -1.20556 -3.18044 -0.37243
H -0.65772 -1.89164 -0.17635
O -0.76248 -3.63212 -2.94191
H -0.27728 -3.51471 -3.75602
H -0.39932 -2.76618 -2.52153
O -1.41735 3.03801 -2.31162
H -1.75367 3.81381 -2.78312
H -1.87479 2.20921 -2.35673
O 1.49914 2.16106 2.24920
H 1.75103 1.28235 2.00199
H 0.53220 2.16147 2.10396
O -4.20138 -3.69818 -0.57596
H -3.62260 -3.49320 -1.30089
H -3.57094 -4.04349 0.05474
O 0.06955 -1.01999 -2.46589
H -0.53681 -0.31470 -2.31194
H 0.65834 -0.92400 -3.24787
O 4.16361 1.23772 -0.58916
H 3.47254 1.82453 -0.76564
H 4.88687 1.35109 -0.00465
O -3.62220 2.20788 0.40218
H -3.79729 2.32468 1.33573
H -3.53318 3.10156 0.07451
O 1.31556 1.97960 -2.07533
H 0.38694 1.93906 -2.38646
H 1.10091 2.25666 -1.11028
O 1.19193 -0.62746 4.71681
H 0.48857 -0.77090 5.38054
H 0.91504 -0.31033 3.88526
O -4.49377 0.88373 -1.96411
H -4.31887 1.79998 -2.40309
H -4.68646 1.02014 -1.02436
O -1.97611 0.08281 -1.32841
H -2.88922 -0.30740 -1.52560
H -2.32755 0.83321 -0.77820
*
```



(two)
The following is a DFT calculation (wB97M-V/def2-TZVPD) of 21 unconnected molecules or ions with the total composition H42O21.

Highest occupied orbital energy in eV: -10.35
Frontier orbital gap in eV: 9.65
M in g mol⁻¹: 378.3

ORCA input file:
```
! RIJCOSX wB97M-V def2-TZVPD def2/J DEFGRID3
* xyz 0 1
O 0.46468 1.66407 5.28696
H 1.32956 1.27396 5.22520
H -0.10113 1.67976 4.46081
O -3.88740 -1.36881 -2.68786
H -3.99339 -0.42533 -2.38658
H -4.33351 -1.65457 -1.75859
O -4.36632 -0.69294 -0.25863
H -4.37014 0.26327 0.03101
H -4.45988 -1.16606 0.44472
O -0.11488 -1.81388 3.71533
H -0.69777 -2.05813 4.42489
H -0.64370 -1.48203 2.87928
O -1.87149 -0.46094 2.04179
H -1.31351 0.13511 2.63142
H -2.35543 0.10358 1.43046
O 0.83855 3.57326 -2.15480
H 0.70988 4.17894 -1.53528
H 1.51269 3.36473 -2.93861
O 3.19500 -0.07811 -0.00032
H 3.84862 -0.75327 0.26049
H 3.44847 0.84392 0.22125
O 1.00870 -0.92962 1.25339
H 1.10708 -0.69235 2.24244
H 0.72407 -0.22597 0.60215
O -1.47274 -0.76242 -4.41975
H -2.09898 -1.07316 -4.98363
H -0.55404 -0.99668 -4.61520
O 1.92898 2.17449 -4.06201
H 1.85114 1.75436 -3.17469
H 1.31165 2.15535 -4.73916
O 0.32707 5.03261 1.75180
H -0.62012 4.93026 1.89553
H 0.60138 4.86364 0.93200
O 0.65954 -4.14050 -2.68234
H 1.58260 -3.69135 -2.80294
H 0.02287 -4.10199 -1.91480
O -1.68356 -2.39912 -1.00630
H -1.20494 -2.75389 -1.73939
H -0.93971 -2.31170 -0.39290
O -3.12092 1.49888 -0.43692
H -3.10748 0.65447 -1.03279
H -2.24446 1.88207 -0.11558
O 2.88879 -1.82220 3.02430
H 2.00925 -2.10564 2.90185
H 3.23959 -2.47402 3.59829
O 2.04279 0.03565 -2.72738
H 1.64987 -0.30929 -1.88497
H 1.72043 -0.65455 -3.31098
O 2.69132 -4.65872 -1.02797
H 2.53755 -3.99899 -0.33347
H 2.11681 -4.22433 -1.60282
O 1.27122 -2.71018 -0.31997
H 1.11954 -2.49802 0.68541
H 1.50254 -1.85020 -0.61982
O -0.78885 1.28058 -0.98989
H -1.55142 0.84687 -1.51892
H -0.63507 2.08459 -1.59377
O -1.17980 2.27195 3.28713
H -1.64329 1.99758 4.21325
H -1.13886 3.18500 3.61657
O 2.14303 3.28093 1.53109
H 1.63797 2.45774 1.13940
H 1.44955 3.87133 2.04077
*
```



Which of them is most stable, and which least? Most stable: (one); least stable: (two).



(one)
The following is a DFT calculation (wB97M-V/def2-TZVPD) of C8H9NO2S in the gas phase.

Highest occupied orbital energy in eV: -8.30
Frontier orbital gap in eV: 9.11
M in g mol⁻¹: 183.2

ORCA input file:
```
! RIJCOSX wB97M-V def2-TZVPD def2/J DEFGRID3
* xyz 0 1
O 3.37638 -0.75661 -0.39073
C 2.96086 0.36998 -0.27416
O 3.44757 1.42632 -1.01398
C 1.76254 0.77643 0.55117
C 1.14183 -0.43488 1.32166
S 0.20364 -1.44844 0.15665
C -1.29540 -0.53514 0.05386
C -2.42056 -1.00836 -0.73298
C -3.58094 -0.21142 -0.78894
C -3.52668 1.07406 -0.25893
C -2.39430 1.44918 0.49853
N -1.36681 0.64765 0.72230
H 4.05934 1.02088 -1.59549
H 2.12723 1.44633 1.33706
H 1.00376 1.23699 -0.08450
H 1.85915 -1.04679 1.90808
H 0.42483 0.07892 1.93905
H -2.49379 -2.05552 -1.16553
H -4.44039 -0.52914 -1.43988
H -4.35097 1.80334 -0.38400
H -2.35547 2.44969 0.93908
*
```



(two)
The following is a DFT calculation (wB97M-V/def2-TZVPD) of C8H9NO2S in the gas phase.

Highest occupied orbital energy in eV: -8.84
Frontier orbital gap in eV: 9.49
M in g mol⁻¹: 183.2

ORCA input file:
```
! RIJCOSX wB97M-V def2-TZVPD def2/J DEFGRID3
* xyz 0 1
N -3.76931 -0.13420 1.70806
C -3.77024 0.84447 0.78950
O -4.58948 1.71767 0.61417
S -2.32930 0.64708 -0.36254
O -1.51603 -0.68817 0.26502
C -0.46558 -1.34861 -0.52304
C 0.88920 -0.53909 -0.49108
C 0.92790 0.60888 -1.19598
C 2.10387 1.37950 -1.16892
C 3.24187 1.00750 -0.47972
C 3.16186 -0.28866 0.07333
C 1.98679 -0.94990 0.18842
H -2.97171 -0.77219 1.78833
H -4.08361 -0.18234 2.70368
H -0.28951 -2.34333 -0.03152
H -0.81149 -1.39253 -1.55584
H 0.15193 0.95215 -1.81058
H 2.13977 2.43183 -1.54905
H 4.05823 1.63998 -0.35112
H 3.90252 -0.60655 0.72735
H 2.03232 -1.98349 0.66154
*
```



Which of them is most stable, and which least? Most stable: (one); least stable: (two).



(one)
The following is a DFT calculation (wB97M-V/def2-TZVPD) of 13 unconnected molecules or ions with the total composition C4H36N2O14.

Highest occupied orbital energy in eV: -9.77
Frontier orbital gap in eV: 9.30
M in g mol⁻¹: 336.3

ORCA input file:
```
! RIJCOSX wB97M-V def2-TZVPD def2/J DEFGRID3
* xyz 0 1
C -0.23992 1.34716 0.21675
N 0.54831 0.26135 0.92849
C 1.85956 0.29837 0.43237
O 1.78481 0.15150 -1.09879
C -0.87012 2.30477 1.32457
C -1.86639 1.50367 2.24065
O -1.67232 1.87328 3.60439
N -1.44883 3.46327 0.55315
H 0.06286 1.73309 -0.73028
H -1.04718 0.76007 -0.18773
H 0.16238 -0.68638 0.91323
H 2.48324 -0.41175 0.94934
H 2.28784 1.28393 0.40725
H 2.59227 -0.06891 -1.55557
H -0.09010 2.73423 1.97966
H -1.70690 0.46526 2.03860
H -2.85820 1.83446 2.02387
H -0.92238 2.46611 3.69984
H -2.39234 3.21920 0.28366
H -1.45209 4.29607 1.10647
H 1.37644 -2.95833 1.36569
H 0.51632 -2.42065 2.46083
O 1.31776 -2.20014 1.95385
H -2.39293 -1.07162 -1.79331
H -3.19660 -2.26089 -2.56251
O -2.74158 -2.00475 -1.76212
H 1.23310 0.42657 4.16203
H 0.97848 0.87970 2.77994
O 1.13386 1.26955 3.67284
H -0.19174 -0.75518 -4.99180
H -0.48010 0.71474 -4.55467
O 0.12096 0.15845 -5.09650
H -1.79712 -2.63176 0.94380
H -0.65153 -3.59003 0.74789
O -1.31889 -3.36993 1.39552
H -1.52198 1.33539 -2.36439
H -2.58992 0.78322 -3.31711
O -1.84964 0.50685 -2.75593
H 1.80727 -4.55697 0.79421
H 1.45174 -4.07152 -0.70874
O 1.11618 -4.23650 0.18827
H 1.94755 -3.05599 -2.80575
H 2.35398 -2.25521 -1.60419
O 2.51337 -3.09250 -2.02753
H 1.81917 2.03383 -1.29587
H 1.50924 3.26870 -0.67310
O 2.12668 2.94482 -1.35303
H -3.69421 -0.74967 0.92736
H -3.05228 -1.63407 0.05015
O -2.85265 -1.20456 0.89972
H 0.88186 -1.01887 -2.30304
H -0.44088 -1.68898 -2.26098
O 0.38611 -1.72337 -2.74127
H 3.32837 3.60552 1.27215
H 2.43275 2.95133 2.38918
O 3.20633 2.84407 1.83851
*
```



(two)
The following is a DFT calculation (wB97M-V/def2-TZVPD) of 14 unconnected molecules or ions with the total composition C4H36N2O14.

Highest occupied orbital energy in eV: -8.96
Frontier orbital gap in eV: 8.90
M in g mol⁻¹: 336.3

ORCA input file:
```
! RIJCOSX wB97M-V def2-TZVPD def2/J DEFGRID3
* xyz 0 1
N 3.13188 -1.84267 -0.48208
C 1.94736 -1.17622 0.02100
C 2.44228 0.01036 0.88138
C 2.42005 -0.28298 2.35948
O 1.52142 -0.75016 3.00566
C 0.87829 -0.79538 -1.01896
N 1.41297 0.32686 -1.85667
H 2.84164 -2.71625 -0.94169
H 3.73903 -1.32524 -1.11159
H 1.33737 -1.93461 0.58924
H 1.88658 0.88288 0.53629
H 3.46878 0.27399 0.53297
H 3.29656 0.15982 2.89266
H 0.51722 -1.68820 -1.61475
H 0.02622 -0.38761 -0.45127
H 1.96677 0.05276 -2.64824
H 0.65440 0.88311 -2.20113
H -2.12495 3.47570 2.12580
H -2.08009 3.06925 0.46543
O -1.85403 2.93628 1.39537
H -1.65445 -1.53546 0.38436
H -3.02132 -1.90489 -0.25348
O -2.23216 -2.27341 0.08670
H -1.44460 -0.85580 -3.40035
H -0.22991 -1.55454 -4.08188
O -0.77757 -0.78043 -4.09720
H -2.75045 4.27816 -1.37320
H -1.62160 3.23280 -1.71999
O -2.40551 3.41406 -1.20056
H -4.15366 0.07484 0.14496
H -4.98281 -0.68675 1.17843
O -4.53537 -0.77108 0.34306
H 2.05307 2.67291 -0.04900
H 3.22252 2.38086 -1.00093
O 2.62253 3.08208 -0.71831
H -1.06118 -0.59933 2.43577
H -1.39876 0.78099 1.67048
O -1.64505 -0.12875 1.82178
H 1.01934 -4.97035 -1.80589
H 0.42284 -4.25449 -0.57095
O 1.22505 -4.31978 -1.13642
H -1.86672 -3.67739 -2.36867
H -1.25743 -2.86225 -1.26329
O -1.00027 -3.24704 -2.13573
H 0.86836 2.77535 3.06774
H 0.50940 3.89926 1.96364
O 1.16074 3.54911 2.57175
H -0.30367 -2.78775 2.15073
H -1.75445 -3.25262 1.83332
O -1.02446 -3.32074 2.46005
H 0.69317 4.29211 -2.82134
H -0.30604 3.16753 -3.09318
O -0.13335 3.90016 -2.50605
H 0.70706 0.61212 4.00415
H -0.67080 1.22725 3.55980
O 0.29773 1.27155 3.44081
*
```



Which of them is most stable, and which least? Most stable: (two); least stable: (one).